Entry 1:
The following is a quantum chemistry calculation of a cluster of 22 separate species, C36H71Cl42NO4 in total, from OMol25.

Last column: Löwdin charge in e.
Cartesian coordinates (Å):
Cl (-0.3048, 3.9160, 5.7274)  0.580
Cl (-5.3314, -9.2172, -7.0150)  0.494
Cl (1.1840, -4.2417, 11.4790)  0.505
Cl (-7.6217, 5.7285, -4.9044)  0.498
Cl (-0.7781, -4.9567, 5.4689)  0.514
Cl (3.6158, 3.1531, -4.8948)  0.494
Cl (8.9044, -1.8616, 1.8614)  0.545
Cl (-2.6402, -7.8385, -1.3050)  0.524
Cl (1.2168, 7.9230, -8.3955)  0.519
Cl (1.4929, 6.2787, -3.6794)  0.474
Cl (-1.6903, 0.3873, -9.0453)  0.512
Cl (-4.2989, -2.2282, -6.7285)  0.572
Cl (-0.3214, -9.7979, 2.3781)  0.513
Cl (-7.5316, 4.8097, -1.1009)  0.538
Cl (-8.9502, 10.0436, -2.7706)  0.526
Cl (3.1899, -5.7900, 10.0317)  0.513
Cl (0.7358, 5.6960, 3.6640)  0.517
Cl (-3.7253, -2.8576, -1.4370)  0.525
Cl (0.6896, 1.5616, -0.9408)  0.561
Cl (-11.4704, 10.6360, -4.1132)  0.497
Cl (-2.9065, 2.4394, -0.6158)  0.544
Cl (-2.6092, 3.1025, 2.2086)  0.537
Cl (-0.6583, -0.3552, -6.4203)  0.502
Cl (-5.1721, -7.1492, -2.5800)  0.534
Cl (2.2310, 10.4558, -9.4258)  0.508
Cl (1.7776, 4.0655, -1.9593)  0.454
Cl (4.7335, 3.1083, -2.2087)  0.522
Cl (-5.4248, 3.5400, -2.6669)  0.480
Cl (1.6618, -8.5373, -3.6078)  0.512
Cl (4.9373, 7.1572, -2.8781)  0.488
Cl (0.6267, 3.7970, -6.9028)  0.479
Cl (-10.1421, 7.1783, -4.6539)  0.497
Cl (2.5763, 8.8081, -4.7125)  0.520
Cl (0.2571, 3.1827, -9.7297)  0.490
Cl (-1.1430, -5.6638, 2.6612)  0.501
Cl (0.0516, -9.1061, 5.1807)  0.570
Cl (-2.6673, -1.1329, -3.5335)  0.497
Cl (-0.5900, -6.8008, -4.2602)  0.540
Cl (8.2341, -2.5220, 4.6357)  0.569
Cl (-6.3907, -10.9484, -4.9190)  0.500
Cl (5.9007, 6.4912, -0.2058)  0.507
Cl (-5.3366, -1.4896, -9.3523)  0.523
O (-2.5584, -1.3224, 1.4725)  -0.085
O (2.4438, -1.3310, 6.3517)  0.032
O (-1.4391, -0.8936, 2.1484)  -0.200
O (3.4673, -5.5485, 5.1402)  -0.226
N (0.8039, -1.5210, 4.5742)  0.071
C (2.8076, -5.8409, 6.3939)  -0.139
C (2.8898, 0.9472, 2.4393)  -0.193
C (-0.1472, 0.6750, 4.7264)  -0.276
C (3.4498, -4.1254, 4.8666)  -0.223
C (-0.2505, -6.0083, 4.1491)  -1.047
C (-0.0727, -8.4608, -3.9365)  -1.020
C (0.6546, 0.5456, 6.1049)  -0.061
C (-2.0819, -0.3125, -7.4698)  -1.085
C (9.4346, -1.8076, 3.5462)  -0.974
C (-2.0245, 2.0955, 0.8783)  -1.028
C (1.8519, -4.6426, 9.8922)  -1.040
C (1.1464, 2.7860, -8.2556)  -1.032
C (5.3817, -0.0286, 2.1449)  -0.206
C (1.6742, 9.5826, -7.9931)  -1.052
C (-8.5956, 6.7971, -3.8867)  -1.069
C (4.3829, -2.1559, 3.3553)  -0.204
C (-1.6572, -1.3220, 3.5194)  -0.112
C (-3.4381, -6.8066, -2.4970)  -1.033
C (5.7385, -1.4010, 2.9041)  -0.262
C (0.3804, 2.9822, -1.9488)  -0.964
C (-0.5510, -0.8695, 4.5582)  -0.261
C (0.5752, -10.1543, 3.8572)  -0.991
C (-6.0866, -9.2801, -5.4174)  -1.050
C (4.6894, -3.6266, 3.9713)  -0.151
C (4.4009, 0.8955, 3.0473)  -0.216
C (5.0601, 2.8421, -3.9249)  -0.982
C (-5.7232, -2.1875, -7.7752)  -0.983
C (4.5213, 6.4557, -1.3111)  -1.063
C (-0.0558, 5.5972, 5.2415)  -0.994
C (1.4560, -0.8387, 5.7464)  -0.311
C (1.1944, 7.6993, -4.6941)  -0.984
C (2.0251, 1.7965, 3.5116)  -0.196
C (-5.7876, 4.5950, -1.2970)  -1.019
C (-9.7574, 11.0471, -3.9820)  -1.013
C (0.4590, 1.4954, 3.4849)  -0.176
C (-3.4201, -1.1890, -1.9354)  -1.022
H (0.5701, 6.0906, 5.9831)  0.029
H (-8.7850, 6.3032, -2.9361)  -0.031
H (3.9000, -1.5541, 4.2176)  0.088
H (-5.4224, -8.8106, -4.6940)  -0.040
H (1.0680, -5.0866, 9.2806)  0.025
H (5.8515, 3.5178, -4.2455)  0.032
H (1.2120, -1.2007, 3.6684)  0.112
H (-9.2804, 10.8884, -4.9478)  0.031
H (1.3060, 1.4821, 6.2645)  0.104
H (6.4776, -1.2514, 3.7791)  0.038
H (9.5960, -0.7693, 3.8318)  0.032
H (-5.3282, 5.5673, -1.4679)  0.033
H (-0.9413, -1.1238, 5.6175)  0.154
H (4.2136, 5.4255, -1.4571)  -0.089
H (5.6571, -3.5185, 4.5795)  0.077
H (3.5970, -2.1891, 2.5179)  0.116
H (4.9249, -4.3028, 3.0845)  0.118
H (-0.4231, -7.0466, 4.4349)  -0.091
H (0.8123, -5.8460, 3.9703)  0.022
H (1.6366, -9.9932, 3.6761)  0.033
H (4.3479, 0.5375, 4.1416)  0.103
H (-6.4938, -1.5829, -7.2998)  0.032
H (3.5601, -3.5771, 5.8752)  0.111
H (0.3263, 8.2320, -4.3086)  0.032
H (-2.7104, -0.9600, 3.8278)  0.152
H (-2.4460, -1.3284, -7.6130)  -0.075
H (-9.6657, 12.0926, -3.6924)  0.026
H (3.1102, -5.1327, 7.2429)  0.058
H (0.8088, 10.0976, -7.5788)  0.031
H (2.1645, 2.9025, 3.2056)  0.102
H (6.3083, -2.0531, 2.1416)  0.062
H (2.2095, 2.9439, -8.4300)  0.029
H (-0.0331, 0.3246, 7.0039)  0.135
H (1.0003, 7.3619, -5.7111)  -0.024
H (0.1759, 2.6574, -2.9681)  0.041
H (-0.0965, 2.5182, 3.4214)  0.041
H (0.4019, -11.1921, 4.1368)  0.029
H (-6.0867, -3.2038, -7.9172)  0.029
H (-4.3663, -0.6512, -1.9692)  0.032
H (-2.9953, -6.9860, -3.4734)  -0.038
H (-0.6141, -8.8366, -3.0697)  -0.009
H (2.4775, 9.5606, -7.2572)  -0.030
H (2.9896, 1.4972, 1.4322)  0.106
H (-3.2960, -5.7639, -2.2137)  -0.002
H (3.7033, 7.0273, -0.8746)  0.031
H (-2.8531, 0.2922, -6.9956)  0.022
H (-8.0472, 7.7217, -3.7190)  -0.027
H (-2.7546, -0.7190, -1.2127)  0.000
H (6.3231, 0.5662, 1.8368)  0.103
H (4.8078, -0.1965, 1.1550)  0.111
H (2.4399, -3.7836, 4.4224)  0.117
H (-1.1742, 1.1907, 4.8787)  0.127
H (1.6545, -5.8050, 6.3103)  0.049
H (2.5518, 1.6833, 4.5120)  0.094
H (-5.3816, 4.1494, -0.3900)  0.001
H (2.2158, -3.7308, 9.4209)  0.027
H (-7.0332, -8.7432, -5.4523)  0.029
H (-2.5909, -2.3159, 1.5016)  0.110
H (-0.4814, 3.5170, -1.5527)  0.000
H (4.8737, 1.9493, 3.0440)  0.115
H (5.3747, 1.8099, -4.0699)  0.030
H (0.2376, 0.9638, 2.4828)  0.104
H (-1.6934, -2.4786, 3.5340)  0.114
H (-1.0223, 6.0952, 5.1841)  0.029
H (0.9643, 1.7418, -8.0038)  -0.012
H (3.0605, -6.9002, 6.7699)  0.100
H (10.3661, -2.3635, 3.6376)  0.026
H (-2.1631, 1.0479, 1.1390)  0.001
H (2.5408, -0.1318, 2.3212)  0.088
H (-0.9658, 2.2986, 0.7197)  -0.044
H (-0.2953, -9.0762, -4.8067)  0.032

Forces on atoms 1 to 3 (eV/Å):
-0.1 0.1 0.2
0.0 0.1 0.0
-0.1 0.1 0.0

Values from the calculation:
frontier orbital gap	9.58	eV
lowest unoccupied orbital energy	0.075	eV
HOMO energy	-9.50	eV

Entry 2:
The following is a quantum chemistry calculation of a cluster of 2 separate species, C2H6N2O in total, from OMol25.

Last column: Löwdin spin population.
Cartesian coordinates (Å):
O (-1.9225, -0.1136, -0.6901)  0.329
N (1.3636, 0.9957, 0.5489)  0.008
N (0.7583, -0.5481, -1.1248)  0.002
C (-2.1429, 0.1552, 0.5573)  0.523
C (1.5422, -0.0744, -0.1332)  0.008
H (0.9403, -1.4484, -1.5363)  0.000
H (2.1559, 1.1839, 1.1511)  0.000
H (2.4304, -0.6319, 0.1905)  0.001
H (-0.2792, -0.3366, -1.0560)  0.003
H (-1.8417, 1.1228, 1.0191)  0.060
H (-3.0045, -0.3045, 1.0735)  0.065

Forces on atoms 1 to 3 (eV/Å):
0.4 -0.2 -0.6
-0.7 0.7 -0.7
-0.8 0.2 0.0

Values from the calculation:
multiplicity	2
frontier orbital gap (spin up / spin down)	4.17 / 7.13	eV
lowest unoccupied orbital energy (spin up / spin down)	4.104 / 4.040	eV
⟨S²⟩	0.753
charge	-1
HOMO energy (spin up / spin down)	-0.07 / -3.08	eV

Entry 3:
The following is a quantum chemistry calculation of a structure of composition C3H5BrI2O, from OMol25.

Last column: Löwdin charge in e.
Cartesian coordinates (Å):
I (0.3962, 2.4113, 0.8589)  0.650
I (-2.9557, 0.6195, 0.0208)  0.767
Br (-1.2756, -2.2223, 0.9116)  0.542
O (-0.0630, 0.6725, -1.5485)  -0.168
C (-1.1921, -0.2576, 0.8947)  -1.150
C (0.2262, 0.3934, -0.2483)  -0.873
C (1.4699, -0.4611, -0.2230)  -0.150
H (-1.0561, 0.0754, 1.9882)  0.002
H (2.2849, -0.1867, -0.9790)  0.110
H (1.9892, -0.5154, 0.7901)  0.099
H (1.1507, -1.4961, -0.5336)  0.065
H (-0.9745, 0.9671, -1.9318)  0.106

Forces on atoms 1 to 3 (eV/Å):
0.3 -0.7 -0.4
0.3 -0.3 0.4
0.1 0.8 -0.1

Values from the calculation:
frontier orbital gap	9.06	eV
lowest unoccupied orbital energy	-0.159	eV
HOMO energy	-9.22	eV

Summary of energy relative to the best compared isomer or geometry (same formula, charge and spin) in kJ/mol
426.64, 28.31, 118.89
(order as listed above)